No. 1
{"formula": "C2H7NS2", "method": "the ωB97M-V functional and the def2-TZVPD basis", "species": ["C", "C", "N", "S", "S", "H", "H", "H", "H", "H", "H", "H"], "coordinates": [[1.60, -0.84, -0.10], [0.18, 0.16, 0.27], [-0.96, -0.13, -0.47], [0.58, 1.91, 0.17], [-2.50, 0.34, 0.14], [1.61, -1.45, -1.04], [1.62, -1.39, 0.74], [2.48, -0.22, -0.16], [-0.02, 0.05, 1.29], [-0.79, 0.43, -1.38], [-0.68, 2.15, 0.28], [-3.12, -1.01, 0.25]], "nbo_charge": [-0.591, -0.145, -0.771, -0.049, 0.116, 0.220, 0.201, 0.207, 0.198, 0.375, 0.101, 0.138], "smiles": "C[C@@H](S)NS", "lumo_ev": 0.67, "orbital_gap_ev": 9.63}

No. 2
{"formula": "C2H7NSi", "method": "the ωB97M-V functional and the def2-TZVPD basis", "species": ["C", "C", "N", "Si", "H", "H", "H", "H", "H", "H", "H"], "coordinates": [[-2.40, -0.37, -0.13], [-1.52, 0.59, -0.49], [1.91, -0.15, 0.65], [3.38, 0.15, -0.31], [-3.30, -0.18, -0.52], [-2.25, -1.14, 0.61], [-1.97, 1.41, -0.96], [1.20, 0.69, 0.66], [1.92, -0.34, 1.61], [3.61, -1.30, -0.83], [-0.57, 0.64, -0.29]], "nbo_charge": [-0.363, -0.357, -1.350, 0.893, 0.178, 0.197, 0.181, 0.381, 0.392, -0.314, 0.164], "lumo_ev": -0.51, "orbital_gap_ev": 7.60}

No. 3
{"formula": "C2H7O", "method": "the ωB97M-V functional and the def2-TZVPD basis", "species": ["C", "H", "H", "H", "C", "H", "H", "H", "O", "H"], "coordinates": [[1.32, 0.11, -0.77], [1.95, -0.67, -0.30], [1.10, -0.11, -1.82], [1.73, 1.12, -0.63], [-0.30, 0.07, 0.11], [0.08, 0.25, 1.13], [-0.58, -0.97, -0.13], [-0.78, 0.91, -0.42], [-2.29, 0.06, 1.16], [-2.24, -0.76, 1.67]], "nbo_charge": [-0.586, 0.198, 0.200, 0.200, -0.610, 0.223, 0.220, 0.231, -0.495, 0.419], "lumo_ev": [0.98, -1.57], "multiplicity": 2, "orbital_gap_ev": [11.04, 8.96]}

No. 4
{"formula": "C2H7O2", "method": "the ωB97M-V functional and the def2-TZVPD basis", "species": ["O", "H", "C", "O", "C", "H", "H", "H", "H", "H", "H"], "coordinates": [[-1.67, -0.38, -1.87], [-0.76, -0.07, -2.00], [0.06, -0.17, 1.16], [-1.14, -0.75, 0.96], [0.84, 0.40, -0.04], [0.71, -0.91, 1.68], [0.21, 0.67, 1.92], [-1.72, -0.50, -0.88], [1.89, 0.50, 0.25], [0.62, 1.45, -0.28], [0.95, -0.26, -0.90]], "nbo_charge": [-1.014, 0.454, -0.009, -0.950, -0.656, 0.068, 0.053, 0.520, 0.177, 0.181, 0.174], "lumo_ev": 4.54, "total_charge": -1, "orbital_gap_ev": 7.10}

No. 5
{"formula": "C2H7O2PS", "method": "the ωB97M-V functional and the def2-TZVPD basis", "species": ["C", "C", "O", "O", "P", "S", "H", "H", "H", "H", "H", "H", "H"], "coordinates": [[0.24, -1.39, -0.91], [2.21, 0.48, 0.62], [-1.10, -1.09, 1.65], [1.11, -0.04, 1.26], [-0.14, -0.82, 0.61], [-3.53, 1.11, 0.60], [1.23, -1.19, -1.28], [-0.45, -1.43, -1.67], [2.94, -0.31, 0.35], [2.63, 1.44, 1.02], [1.91, 0.84, -0.32], [-2.68, 0.08, 0.76], [-4.68, 0.28, 0.55]], "nbo_charge": [-1.115, -0.257, -1.005, -0.792, 2.109, -0.324, 0.246, 0.245, 0.188, 0.210, 0.179, 0.155, 0.160], "lumo_ev": 0.00, "orbital_gap_ev": 9.41}

No. 6
{"formula": "C2H7O4", "method": "the ωB97M-V functional and the def2-TZVPD basis", "species": ["O", "C", "O", "C", "H", "H", "H", "H", "H", "O", "H", "H", "O"], "coordinates": [[-0.87, 0.52, -0.89], [0.31, 0.77, -0.62], [1.12, 1.34, -1.42], [0.84, 0.40, 0.75], [1.52, -0.44, 0.93], [1.54, 1.18, 1.13], [0.12, 0.49, 1.57], [3.67, 1.30, -2.35], [2.24, 1.51, -2.55], [3.13, 1.64, -3.04], [-3.48, -3.67, 4.70], [-4.69, -3.59, 3.72], [-4.39, -3.99, 4.52]], "nbo_charge": [-0.742, 0.767, -0.840, -0.739, 0.206, 0.198, 0.195, 0.442, 0.521, -1.008, 0.475, 0.473, -0.949], "lumo_ev": 2.78, "total_charge": -1, "orbital_gap_ev": 7.19}

No. 7
{"formula": "C2H7OPS", "method": "the ωB97M-V functional and the def2-TZVPD basis", "species": ["C", "C", "O", "P", "S", "H", "H", "H", "H", "H", "H", "H"], "coordinates": [[-0.92, -0.51, -0.34], [-1.14, 1.84, 1.34], [3.26, -1.50, -2.48], [2.66, -1.91, -1.21], [-0.04, 0.54, 0.92], [-1.77, -1.08, 0.06], [-1.18, 0.35, -1.03], [-0.20, -1.24, -0.73], [-1.43, 2.37, 0.36], [-2.18, 1.50, 1.78], [-0.57, 2.55, 2.03], [3.52, -2.90, -0.70]], "nbo_charge": [-0.729, -0.792, -0.939, 1.136, 0.167, 0.215, 0.222, 0.228, 0.210, 0.219, 0.250, -0.188], "smiles": "CSC.O=P", "lumo_ev": -1.05, "orbital_gap_ev": 7.40}

No. 8
{"formula": "C2H7OPS", "method": "the ωB97M-V functional and the def2-TZVPD basis", "species": ["C", "C", "O", "P", "S", "H", "H", "H", "H", "H", "H", "H"], "coordinates": [[1.93, -0.50, 0.86], [-2.39, -0.36, -1.14], [0.07, 1.21, 0.54], [0.48, -0.07, -0.33], [-2.84, 0.04, 0.41], [2.59, -1.31, 0.59], [2.43, 0.40, 1.04], [1.46, -0.79, 1.81], [-2.51, 0.16, -2.04], [-1.75, -1.14, -1.34], [1.36, 0.60, -1.32], [-0.84, 1.76, 0.91]], "nbo_charge": [-0.906, -0.397, -1.083, 0.892, -0.008, 0.225, 0.222, 0.224, 0.177, 0.185, -0.093, 0.563], "smiles": "C=S.CPO", "lumo_ev": -0.73, "orbital_gap_ev": 8.07}

No. 9
{"formula": "C2H7OPS", "method": "the ωB97M-V functional and the def2-TZVPD basis", "species": ["C", "C", "O", "P", "S", "H", "H", "H", "H", "H", "H", "H"], "coordinates": [[0.75, -0.36, -1.30], [0.60, 0.03, 1.39], [-0.60, 1.83, -0.32], [-2.24, -0.80, 0.13], [-0.52, 0.36, -0.08], [1.22, -1.26, -0.93], [0.27, -0.49, -2.31], [1.42, 0.44, -1.31], [0.65, -0.99, 1.61], [1.45, 0.51, 1.03], [0.02, 0.52, 2.23], [-3.03, 0.22, -0.15]], "nbo_charge": [-0.787, -0.777, -0.916, -0.325, 1.399, 0.232, 0.251, 0.224, 0.235, 0.221, 0.252, -0.010], "smiles": "CS(C)(=O)=P", "lumo_ev": 0.65, "orbital_gap_ev": 8.32}

No. 10
{"formula": "C2H7OS", "method": "the ωB97M-V functional and the def2-TZVPD basis", "species": ["C", "C", "S", "H", "H", "H", "H", "H", "H", "H", "O"], "coordinates": [[0.33, 1.53, 0.30], [1.24, 0.32, 0.14], [0.58, -1.18, 0.74], [-0.06, 1.58, 1.35], [-0.52, 1.28, -0.31], [0.44, 2.59, 0.12], [2.16, 0.49, 0.63], [1.57, 0.27, -0.92], [-2.14, -2.46, -1.50], [-1.39, -2.03, -0.06], [-2.20, -2.40, -0.49]], "nbo_charge": [-0.643, -0.546, -0.659, 0.194, 0.197, 0.182, 0.171, 0.160, 0.456, 0.512, -1.024], "lumo_ev": 4.22, "total_charge": -1, "orbital_gap_ev": 6.78}

No. 11
{"formula": "C2H7OS2", "method": "the ωB97M-V functional and the def2-TZVPD basis", "species": ["C", "O", "H", "H", "H", "C", "S", "S", "H", "H", "H", "H"], "coordinates": [[-2.08, 0.62, -0.37], [-3.24, 0.36, -0.27], [-1.59, 1.41, 0.23], [0.30, -2.51, -2.24], [-1.43, 0.17, -1.15], [1.18, 0.03, 1.59], [1.77, 0.03, -0.13], [1.05, 1.75, -0.96], [1.93, -0.49, 2.18], [0.21, -0.42, 1.71], [1.17, 1.05, 1.97], [0.73, -2.01, -2.57]], "nbo_charge": [0.290, -0.561, 0.123, -0.023, 0.127, -0.761, -0.045, -0.765, 0.196, 0.187, 0.212, 0.021], "lumo_ev": 3.71, "total_charge": -1, "orbital_gap_ev": 6.01}

No. 12
{"formula": "C2H7PS2", "method": "the ωB97M-V functional and the def2-TZVPD basis", "species": ["C", "C", "P", "S", "S", "H", "H", "H", "H", "H", "H", "H"], "coordinates": [[1.89, -0.58, 1.24], [0.56, -0.52, 1.52], [-0.86, 0.86, -0.88], [-1.17, -0.46, -2.55], [-2.18, 0.49, 0.44], [0.35, 0.50, -0.84], [2.57, 0.25, 1.51], [2.29, -1.51, 0.70], [0.06, 0.38, 2.00], [-0.11, -1.25, 1.05], [-0.96, 2.17, -1.29], [-2.43, -0.32, -2.88]], "nbo_charge": [-0.421, -0.419, 0.787, -0.321, -0.536, -0.058, 0.200, 0.205, 0.216, 0.206, -0.015, 0.156], "smiles": "S=[PH2]S.C=C", "lumo_ev": 0.47, "orbital_gap_ev": 9.41}

The calculation returns the following electronic energy values, one per record and in order: -25345.9795; -11551.8029; -4231.0995; -6282.1389; -26405.0833; -10379.0547; -24357.2467; -24356.4653; -24355.9181; -15070.7342; -25905.2326; -33144.9923 eV.
The calculation returns the following energy relative to the best compared isomer or geometry (same formula, charge and spin) values, one per record and in order: 47.70; 62.18; 36.35; 12.75; 38.14; 23.20; 65.11; 83.13; 95.74; 15.49; 38.33; 49.58 kcal/mol.